ORCA calculation (ωB97M-V/def2-TZVPD) on C3H9N3O as an isolated structure in a non-equilibrium geometry.

Computed properties:
HOMO = -0.283 Ha
E_LUMO = 0.93 eV
max |F| = 5.41 eV/A

```
! wB97M-V def2-TZVPD RIJCOSX def2/J DEFGRID3
* xyz 0 1
C 1.5606 0.6142 0.9175
C 1.0993 0.0428 2.1340
C -1.4318 -0.9796 -0.6200
N 1.3336 0.3690 -1.6711
N -0.5690 0.1908 -0.5471
N 0.7441 -0.2294 -0.5806
O 2.4442 1.3395 0.5473
H 1.5756 0.1686 3.0562
H 0.1009 0.5872 2.3151
H 0.8800 -0.9663 2.0711
H -2.3378 -0.7598 -1.0203
H -1.0487 -1.9264 -1.0167
H -1.6389 -1.1893 0.4499
H 1.2810 1.4020 -1.3339
H 2.2236 -0.1095 -1.8684
H -0.7063 0.9173 -1.3511
*
```